(1)
Below is C18H25BrCeN9O9P2 as an isolated structure at a distorted geometry, with properties calculated with the ωB97M-V functional and the def2-TZVPD basis.

## Properties
Kohn-Sham gap = 5.0 eV
E_LUMO = -11.009 eV
Electronic energy = -5602.13152 Eh
Molar mass = 793.4 g mol⁻¹
E_HOMO = -16.03 eV

```
! wB97M-V def2-TZVPD RIJCOSX def2/J DEFGRID3
* xyz 3 1
Ce 0.04 0.17 -0.18
Br 2.67 -4.41 2.48
P 0.67 -0.59 -2.82
P 2.96 -1.15 -1.01
O 4.50 -0.94 -0.84
O 2.13 -0.43 0.05
O 2.26 2.23 2.26
O 1.63 2.32 -0.92
O 3.10 0.67 -2.81
O 2.79 -2.69 -0.88
O 0.39 -1.07 -4.28
O 0.21 -1.54 -1.72
O 0.08 0.77 -2.48
N -0.52 2.65 -0.46
N -0.44 -2.37 0.76
N -0.43 -0.22 4.06
N -2.85 2.94 -0.15
N -1.48 -0.67 3.25
N 0.49 0.88 2.24
N 1.34 1.71 1.66
N -2.52 0.62 0.27
N 1.40 1.09 4.43
C -1.60 3.46 -0.39
C 0.63 -2.73 1.47
C 0.52 0.60 3.59
C -4.72 1.52 -0.03
C 2.53 -0.63 -2.73
C -1.51 4.84 -0.57
C 0.42 -5.02 0.81
C -3.33 1.66 0.02
C 0.82 4.58 -1.01
C -3.12 -0.57 0.53
C 3.15 -1.60 -3.72
C 1.11 -4.03 1.50
C 0.64 3.23 -0.80
C -4.47 -0.78 0.51
C -0.29 5.39 -0.88
C -5.30 0.30 0.20
C -0.70 -4.65 0.09
C -1.09 -3.32 0.07
H 2.67 -2.58 -3.68
H 1.14 -1.97 2.04
H 1.36 0.90 5.42
H -1.57 -1.67 3.36
H 3.56 -3.24 -1.12
H 1.80 4.97 -1.27
H -0.45 -0.42 5.05
H -2.40 5.45 -0.49
H -2.34 -0.23 3.56
H -2.45 -1.37 0.81
H -1.27 -5.38 -0.46
H -4.87 -1.76 0.73
H 2.13 1.70 4.07
H -3.58 3.63 -0.20
H -0.20 6.46 -1.03
H -5.34 2.39 -0.25
H -1.94 -3.01 -0.51
H 4.22 -1.70 -3.53
H -0.49 -0.91 -4.66
H 2.46 2.71 -1.19
H -6.37 0.18 0.16
H 3.21 0.92 -3.74
H 0.76 -6.05 0.84
H 3.01 -1.22 -4.73
H 4.84 -0.03 -0.78
*
```

Atom charges from the Löwdin analysis, given in e for atoms 1 to 2: number 1, Ce, carries 1.42; number 2, Br, carries 0.86

=====

(2)
Below is C18H25ClN2Sn as an isolated structure at a distorted geometry, with properties calculated with the ωB97M-V functional and the def2-TZVPD basis.

## Properties
Kohn-Sham gap = 5.6 eV
E_LUMO = -8.025 eV
Electronic energy = -1484.21689 Eh
Molar mass = 423.6 g mol⁻¹
ΔE to the lowest compared entry with this formula, charge and spin = 0.0 kJ/mol
E_HOMO = -13.65 eV

```
! wB97M-V def2-TZVPD RIJCOSX def2/J DEFGRID3
* xyz 2 1
Sn 0.46 -0.49 -0.57
Cl 1.40 -1.51 -2.44
N 1.54 -0.21 3.88
N 0.72 -0.11 1.87
C 0.30 2.57 0.21
C -1.61 -1.26 -1.23
C 0.41 0.59 3.97
C -2.33 -0.43 -0.29
C 3.64 -2.48 -5.50
C -1.05 -2.38 -0.46
C -0.52 2.14 -0.86
C 1.64 2.20 -0.04
C 1.27 -2.94 -6.28
C 2.46 -4.60 -4.77
C 1.70 -0.61 2.61
C -1.44 -2.19 0.90
C 0.32 1.46 -1.81
C 2.49 -3.38 -5.58
C -0.09 0.64 2.71
C 2.84 -1.48 2.22
C -2.20 -1.01 0.99
C 1.69 1.50 -1.28
H -0.04 3.17 1.06
H 1.24 -3.29 -7.32
H 3.09 -4.50 -3.87
H 2.78 -1.70 1.14
H 1.19 -1.85 -6.28
H 1.44 -4.83 -4.41
H 2.17 -0.47 4.63
H 2.79 -2.42 2.79
H 2.58 1.22 -1.83
H 2.50 2.47 0.58
H 3.33 -1.42 -5.58
H 0.06 1.18 -2.83
H -2.68 -0.64 1.90
H 4.38 -2.68 -6.29
H 3.78 -0.98 2.45
H -1.68 -1.21 -2.31
H -0.59 -3.27 -0.89
H 0.37 -3.32 -5.77
H -1.24 -2.88 1.72
H -1.57 2.38 -1.01
H -0.97 1.16 2.36
H 2.83 -5.48 -5.33
H -2.96 0.43 -0.55
H 4.15 -2.57 -4.53
H 0.07 1.03 4.87
*
```

Atom charges from the natural (NBO) analysis, given in e for atoms 1 to 2: number 1, Sn, carries 1.77; number 2, Cl, carries -0.56

=====

(3)
Below is C18H25CoFN2O6S3 as an isolated structure, with properties calculated with the ωB97M-V functional and the def2-TZVPD basis.

## Properties
Kohn-Sham gap (alpha / beta) = 6.7 / 6.7 eV
E_LUMO (alpha / beta) = 0.431 / 0.432 eV
Electronic energy = -3938.99823 Eh
Molar mass = 539.5 g mol⁻¹
E_HOMO (alpha / beta) = -6.29 / -6.29 eV

```
! wB97M-V def2-TZVPD RIJCOSX def2/J DEFGRID3
* xyz 0 2
Co -0.07 -0.61 0.62
S -2.49 -1.13 -1.39
S 2.31 1.15 -1.32
S 0.73 -2.86 1.46
F -0.60 0.65 1.93
O 0.06 -2.60 0.14
O 1.25 -1.51 1.83
O -0.49 2.10 -0.15
O 1.64 -3.95 1.49
O 1.61 0.18 -0.39
O -1.85 -0.41 -0.22
N 1.41 2.36 1.87
N 2.10 4.36 0.95
C -4.27 -0.27 -3.24
C 2.09 0.49 -3.03
C -0.59 -3.19 2.60
C -0.26 -0.33 -2.84
C 1.35 3.26 0.93
C -3.30 0.14 -2.34
C 1.20 -0.73 -3.04
C -1.14 -1.53 -2.53
C 1.41 2.67 -1.44
C -3.61 2.42 -2.97
C -0.11 4.43 -0.73
C -4.56 2.02 -3.90
C 0.36 5.22 -1.73
C -4.90 0.68 -4.04
C 1.47 4.85 -2.54
C 0.50 3.11 -0.35
C 1.92 3.56 -2.38
C -2.97 1.47 -2.17
H -1.11 -4.09 2.27
H -4.54 -1.32 -3.33
H -0.89 2.11 0.73
H -0.14 6.16 -1.91
H -3.35 3.46 -2.86
H -0.97 4.74 -0.14
H -1.26 -2.33 2.62
H 1.68 1.30 -3.63
H 1.50 -1.40 -2.23
H 2.07 2.44 2.63
H -0.64 0.21 -3.70
H -2.22 1.77 -1.45
H -1.62 -1.97 -3.41
H -5.65 0.38 -4.75
H -0.15 -3.35 3.58
H -0.30 0.37 -2.00
H 2.71 3.20 -3.04
H 1.34 -1.28 -3.98
H 3.10 0.26 -3.39
H 0.71 1.58 1.93
H -0.59 -2.31 -2.01
H 2.06 4.97 0.15
H 1.85 5.49 -3.31
H -5.06 2.76 -4.51
H 2.83 4.51 1.64
*
```

Atom charges from the natural (NBO) analysis, given in e for atoms 1 to 2: number 1, Co, carries 1.40; number 2, S, carries 1.28

=====

(4)
Below is C18H25F3N4O6RhS2SbSe4Si as an isolated structure at a distorted geometry, with properties calculated with the ωB97M-V functional and the def2-TZVPD basis.

## Properties
Kohn-Sham gap (alpha / beta) = 3.6 / 5.0 eV
E_LUMO (alpha / beta) = 2.899 / 1.669 eV
Electronic energy = -12713.42473 Eh
Molar mass = 1083.1 g mol⁻¹
ΔE to the lowest compared entry with this formula, charge and spin = 268.6 kJ/mol
E_HOMO (alpha / beta) = -0.74 / -3.29 eV

```
! wB97M-V def2-TZVPD RIJCOSX def2/J DEFGRID3
* xyz -2 5
Sb -1.84 5.44 -1.42
Rh 0.19 1.45 -1.73
Se -3.26 5.18 0.51
Se -2.37 7.16 -2.98
Se -0.57 3.46 -2.61
Se 0.13 1.68 -3.97
S 2.66 2.10 -1.25
S -3.21 -3.10 0.93
Si 4.62 1.42 1.69
F 1.35 -3.39 -2.28
F 3.20 -2.62 -3.08
F 2.80 -2.45 -0.97
O -3.19 -3.57 2.30
O -3.38 -2.92 -4.23
O -3.48 -4.02 -0.15
O 1.62 -0.61 -3.61
O -5.22 -2.72 -2.86
O 0.93 -0.56 -1.42
N -3.83 -0.87 -1.35
N -3.99 -2.41 -3.21
N -2.02 0.30 -1.90
N 0.67 1.80 0.36
C 0.01 1.66 1.51
C -0.51 -3.17 0.79
C 2.23 -2.38 -2.19
C -3.00 0.19 -1.04
C 5.62 1.28 0.15
C 2.04 1.47 2.70
C 5.23 2.86 2.69
C -1.71 -2.25 0.60
C -3.33 -1.44 -2.52
C 2.76 1.60 1.52
C -2.20 -0.72 -2.83
C -4.90 -1.39 -0.49
C 2.03 1.81 0.33
C 1.53 -1.03 -2.45
C 4.91 -0.12 2.68
C 0.65 1.52 2.72
C -4.37 -1.78 0.88
C -3.25 1.09 0.13
H -5.16 -2.11 1.56
H -5.68 -0.64 -0.34
H -4.32 1.21 0.33
H 6.66 1.08 0.45
H 4.72 2.91 3.65
H -3.85 -0.95 1.35
H 5.58 2.19 -0.45
H 6.31 2.78 2.88
H 4.36 -0.11 3.63
H -0.50 -3.61 1.79
H 0.08 1.44 3.64
H -1.07 1.69 1.45
H -1.68 -1.40 1.28
H -2.86 2.07 -0.08
H 5.98 -0.24 2.91
H 5.04 3.80 2.16
H 0.40 -2.59 0.65
H -1.55 -0.88 -3.67
H 5.25 0.46 -0.48
H 2.57 1.32 3.64
H -2.78 0.73 1.05
H -0.52 -3.97 0.05
H -1.78 -1.88 -0.43
H 4.58 -1.00 2.11
H -5.33 -2.22 -1.05
*
```

Atom charges from the natural (NBO) analysis, given in e for atoms 1 to 2: number 1, Sb, carries 0.93; number 2, Rh, carries 0.61